1.
Below is 7 unconnected molecules or ions with the total composition C26H72N6O8, with properties calculated with ωB97M-V/def2-TZVPD.

Max |F|: 6.79 eV/Å
Highest occupied orbital energy: -9.0 eV
Lowest unoccupied orbital energy: 0.443 eV
E: -53440.6210 eV
SMILES: COC[C@H](C)N.COC[C@H](C)N.COC[C@H](C)N.COC[C@H](C)N.COC[C@H](C)N.COC[C@H](C)N.OCCO
ΔE to the lowest compared entry with this formula, charge and spin: 150.8 kcal/mol
Frontier orbital gap: 9.44 eV
Total charge: 0

Last column: Löwdin charge in e.
Element x y z (Å)
C1 -3.85 -5.99 2.78  -0.1192
O1 -2.73 -5.12 2.87  -0.1864
C2 -2.10 -4.98 1.59  -0.1736
C3 -0.87 -3.97 1.66  -0.3285
C4 -1.39 -2.54 2.02  -0.0217
N1 -0.35 -3.83 0.29  0.0068
H1 -3.61 -7.05 2.48  0.0964
H2 -4.48 -5.63 1.99  0.0724
H3 -4.36 -6.16 3.73  0.0858
H4 -1.79 -5.98 1.29  0.1086
H5 -2.79 -4.63 0.77  0.1312
H6 -0.09 -4.24 2.25  0.0947
H7 -0.52 -1.93 2.26  0.0771
H8 -1.90 -2.67 2.96  0.0841
H9 -2.01 -2.12 1.30  0.0438
H10 -1.00 -3.30 -0.30  0.0418
H11 -0.31 -4.77 -0.19  0.1197
C5 2.62 4.57 -0.93  -0.0587
O2 1.26 4.65 -0.51  -0.1884
C6 0.26 4.86 -1.40  -0.2342
C7 -1.01 4.46 -0.62  -0.4258
C8 -0.94 3.05 -0.14  -0.0738
N2 -2.08 4.42 -1.61  0.0018
H12 3.26 4.33 -0.07  0.0916
H13 3.02 5.54 -1.28  0.0945
H14 2.78 3.79 -1.72  0.0758
H15 0.19 5.84 -1.80  0.1104
H16 0.39 4.26 -2.29  0.1176
H17 -1.37 5.11 0.19  0.1397
H18 -1.91 2.67 0.10  0.0748
H19 -0.20 3.17 0.74  0.0954
H20 -0.48 2.36 -0.84  0.0712
H21 -1.98 5.13 -2.35  0.0683
H22 -3.04 4.50 -1.17  0.0988
C9 4.58 -3.47 3.13  -0.0952
O3 4.27 -3.54 1.75  -0.1691
C10 3.04 -2.94 1.45  -0.1878
C11 3.00 -2.96 -0.10  -0.3714
C12 4.13 -2.11 -0.76  -0.0141
N3 1.79 -2.34 -0.55  0.0099
H23 3.98 -4.09 3.74  0.0645
H24 4.39 -2.45 3.42  0.0817
H25 5.61 -3.75 3.44  0.0980
H26 2.29 -3.54 1.89  0.1048
H27 2.93 -1.88 1.71  0.1147
H28 3.05 -3.97 -0.47  0.1296
H29 3.95 -1.02 -0.62  0.0749
H30 4.13 -2.38 -1.78  0.0695
H31 5.06 -2.20 -0.40  0.0313
H32 1.61 -2.65 -1.48  0.0750
H33 0.96 -2.77 -0.06  0.0309
C13 -1.49 -0.83 -0.93  -0.1111
O4 -2.84 -1.01 -1.32  -0.1613
C14 -2.93 -2.13 -2.21  -0.1763
C15 -4.33 -1.99 -2.87  -0.4516
C16 -5.45 -1.88 -1.87  -0.0595
N4 -4.62 -3.07 -3.76  0.0514
H34 -0.99 -0.24 -1.63  0.0589
H35 -0.93 -1.69 -0.86  0.0167
H36 -1.40 -0.43 0.13  0.1031
H37 -2.24 -2.00 -3.02  0.1161
H38 -2.64 -3.03 -1.69  0.1076
H39 -4.32 -1.04 -3.44  0.1495
H40 -6.35 -1.77 -2.44  0.0704
H41 -5.39 -1.09 -1.20  0.0568
H42 -5.56 -2.82 -1.37  0.0802
H43 -4.14 -2.74 -4.51  0.0226
H44 -3.97 -3.83 -3.41  0.1057
C17 -0.99 1.25 2.91  -0.0991
O5 -2.10 2.14 2.81  -0.2023
C18 -1.84 3.41 3.34  -0.2121
C19 -3.15 4.17 3.68  -0.3945
C20 -3.78 3.80 5.05  -0.0672
N5 -4.13 3.93 2.64  0.0533
H45 -0.92 0.71 3.88  0.0983
H46 -0.01 1.61 2.78  0.0597
H47 -1.04 0.38 2.24  0.0539
H48 -1.07 3.31 4.14  0.1288
H49 -1.19 3.89 2.55  0.1113
H50 -3.12 5.34 3.76  0.1601
H51 -3.15 3.68 5.91  0.0618
H52 -4.21 2.84 5.08  0.0581
H53 -4.55 4.49 5.33  0.0681
H54 -4.00 2.96 2.71  0.0374
H55 -3.81 4.17 1.75  0.0411
C21 5.47 1.83 -2.72  -0.1048
O6 4.16 1.39 -2.54  -0.2417
C22 3.24 1.78 -3.63  -0.1249
C23 1.89 1.14 -3.43  -0.5399
C24 1.91 -0.33 -3.27  -0.0594
N6 1.01 1.56 -4.43  0.0678
H56 5.78 1.62 -3.79  0.1083
H57 6.29 1.67 -2.05  0.0909
H58 5.25 2.89 -2.70  0.0819
H59 2.96 2.80 -3.53  0.0915
H60 3.70 1.73 -4.59  0.1251
H61 1.56 1.47 -2.47  0.1028
H62 1.05 -0.61 -2.59  0.0744
H63 2.90 -0.63 -2.72  0.0889
H64 1.94 -0.88 -4.25  0.1001
H65 1.02 2.56 -4.57  0.0804
H66 0.14 1.52 -3.94  0.0763
O7 1.20 -0.02 0.88  -0.0974
C25 2.05 0.97 0.19  -0.1684
C26 3.29 1.00 0.98  -0.3636
O8 4.21 1.59 0.27  -0.0355
H67 1.43 -0.91 0.64  -0.0021
H68 2.31 0.60 -0.78  0.0748
H69 1.62 1.97 0.04  0.1111
H70 3.64 0.08 1.33  0.0913
H71 3.16 1.66 1.81  0.1306
H72 4.08 1.35 -0.68  0.0665

---

2.
Below is 8 unconnected molecules or ions with the total composition C26H72N7O10, with properties calculated with ωB97M-V/def2-TZVPD.

Max |F|: 4.02 eV/Å
Highest occupied orbital energy: -5.2 eV
Lowest unoccupied orbital energy: 2.624 eV
E: -59028.2664 eV
ΔE to the lowest compared entry with this formula, charge and spin: 35.8 kcal/mol
Frontier orbital gap: 7.83 eV
Total charge: -1

Last column: Löwdin charge in e.
Element x y z (Å)
N1 0.20 0.07 -0.59  -0.6184
O1 -0.10 1.19 -0.14  -0.0014
O2 -0.32 -0.93 -0.13  -0.0520
O3 1.00 0.03 -1.49  -0.0333
C1 0.77 -3.06 -5.36  -0.0508
C2 0.23 -2.36 -4.12  -0.4385
C3 -1.09 -2.94 -3.56  -0.2468
O4 -2.08 -2.49 -4.38  -0.1723
C4 -3.35 -2.63 -3.79  -0.0930
N2 1.17 -2.59 -3.08  0.0314
H1 0.03 -3.04 -6.16  0.0722
H2 0.96 -4.11 -5.13  0.0795
H3 1.64 -2.50 -5.72  0.0748
H4 0.07 -1.28 -4.19  0.1177
H5 -1.24 -2.63 -2.53  0.0919
H6 -1.04 -4.01 -3.38  0.1139
H7 -4.04 -2.33 -4.59  0.0898
H8 -3.46 -2.01 -2.90  0.0662
H9 -3.58 -3.65 -3.52  0.0883
H10 2.06 -2.30 -3.46  0.0687
H11 1.09 -1.98 -2.28  0.0383
C5 4.04 3.66 -1.79  -0.0919
C6 2.68 4.08 -1.21  -0.3870
C7 2.31 5.45 -1.89  -0.1711
O5 1.12 6.07 -1.38  -0.2136
C8 1.01 7.47 -1.58  -0.1160
N3 1.68 3.05 -1.58  0.0650
H12 4.14 3.86 -2.85  0.0667
H13 4.42 2.66 -1.55  0.0747
H14 4.72 4.39 -1.36  0.0582
H15 2.84 4.16 -0.13  0.1165
H16 2.10 5.30 -2.95  0.1213
H17 3.17 6.10 -1.76  0.1078
H18 0.71 7.71 -2.60  0.0806
H19 1.99 7.87 -1.31  0.0737
H20 0.35 7.96 -0.87  0.0810
H21 1.75 2.15 -1.14  0.0307
H22 1.90 2.86 -2.55  0.0555
C9 -0.71 2.73 4.18  -0.0821
C10 -0.52 3.49 2.89  -0.3974
C11 0.90 3.38 2.29  -0.1658
O6 0.98 4.33 1.23  -0.1793
C12 1.46 5.60 1.65  -0.1160
N4 -1.67 3.08 2.01  0.0661
H23 -0.81 1.66 4.01  0.0509
H24 -1.70 2.97 4.59  0.0703
H25 0.03 2.99 4.93  0.0709
H26 -0.61 4.56 3.06  0.1165
H27 1.08 2.37 1.94  0.1133
H28 1.59 3.60 3.11  0.1150
H29 2.49 5.63 2.00  0.0833
H30 0.84 6.10 2.40  0.0771
H31 1.41 6.30 0.81  0.0640
H32 -1.62 2.07 2.03  0.0189
H33 -2.53 3.34 2.46  0.0547
C13 -2.38 -7.48 -0.12  -0.0678
C14 -1.76 -6.46 -1.07  -0.4419
C15 -1.63 -4.99 -0.59  -0.1996
O7 -2.89 -4.44 -0.32  -0.1743
C16 -2.87 -3.10 0.05  -0.1175
N5 -0.45 -6.97 -1.34  0.0257
H34 -2.54 -8.48 -0.52  0.0703
H35 -3.38 -7.24 0.24  0.0684
H36 -1.76 -7.56 0.78  0.0740
H37 -2.34 -6.44 -2.00  0.1368
H38 -1.15 -4.36 -1.33  0.0952
H39 -0.94 -4.92 0.25  0.1273
H40 -2.10 -3.02 0.82  0.0744
H41 -3.83 -2.74 0.43  0.0954
H42 -2.57 -2.46 -0.78  0.0540
H43 0.08 -6.66 -0.54  0.0685
H44 -0.01 -6.44 -2.08  0.0706
C17 -2.16 0.69 -4.92  -0.0614
C18 -2.24 1.55 -3.61  -0.3489
C19 -2.84 0.68 -2.41  -0.2087
O8 -2.88 1.38 -1.19  -0.1667
C20 -3.38 0.60 -0.10  -0.0915
N6 -0.87 1.89 -3.22  0.0555
H45 -2.13 1.32 -5.81  0.0636
H46 -3.08 0.11 -4.98  0.0551
H47 -1.30 0.01 -4.96  0.0497
H48 -2.93 2.39 -3.78  0.1273
H49 -2.20 -0.19 -2.28  0.1024
H50 -3.83 0.33 -2.70  0.1082
H51 -4.41 0.28 -0.26  0.0795
H52 -3.35 1.13 0.85  0.0772
H53 -2.76 -0.30 -0.03  0.0499
H54 -0.54 2.24 -4.11  0.0601
H55 -0.35 1.05 -3.01  0.0384
C21 5.19 -1.05 5.56  -0.0809
C22 3.71 -0.62 5.53  -0.3861
C23 2.95 -1.12 4.21  -0.1651
O9 3.34 -0.27 3.13  -0.2054
C24 2.74 -0.47 1.85  -0.0982
N7 2.98 -1.16 6.72  0.0158
H56 5.68 -0.58 4.71  0.0741
H57 5.30 -2.14 5.52  0.0745
H58 5.66 -0.64 6.45  0.0663
H59 3.67 0.47 5.58  0.1288
H60 1.87 -1.13 4.32  0.1158
H61 3.33 -2.10 3.91  0.1139
H62 3.12 0.23 1.12  0.0859
H63 1.66 -0.35 1.78  0.0696
H64 2.98 -1.45 1.43  0.0852
H65 2.92 -2.17 6.60  0.0563
H66 3.64 -1.05 7.48  0.0486
C25 -2.20 -0.98 4.57  -0.0708
C26 -1.96 -1.26 3.05  -0.3201
O10 -1.33 -0.15 2.46  -0.0951
H67 -2.97 -0.22 4.70  0.0666
H68 -1.22 -0.67 4.94  0.0599
H69 -2.43 -1.77 5.28  0.0590
H70 -2.88 -1.56 2.54  0.0906
H71 -1.36 -2.16 2.97  0.1009
H72 -1.08 -0.50 1.60  0.0222